Record 1
An isolated molecule of C5H11NO, computed with ωB97M-V with the def2-TZVPD basis set.

Output
**ΔE to the lowest compared entry with this formula, charge and spin**: 0.465 eV
**HOMO level**: -9.71 eV
**Strongest force on any atom**: 0.00573 Eh/bohr

ORCA input file:
```
! RIJCOSX wB97M-V def2-TZVPD def2/J DEFGRID3
* xyz 0 1
C -1.84254 -0.64315 -0.33127
C -0.93005 0.57612 -0.57353
C 0.40853 0.62331 0.20279
C 0.27069 1.25295 1.58599
N 1.02493 -0.69196 0.28442
C 1.93822 -1.11837 -0.62844
O 2.52630 -0.40867 -1.41884
H -2.17658 -1.07000 -1.28070
H -1.34138 -1.45750 0.20057
H -2.73586 -0.39008 0.24295
H -0.68503 0.64355 -1.63660
H -1.46910 1.49757 -0.33167
H 1.11931 1.21427 -0.38414
H -0.13206 2.26735 1.49426
H -0.41278 0.68094 2.22500
H 1.23991 1.31691 2.09004
H 0.53174 -1.40819 0.79600
H 2.10231 -2.21034 -0.57428
*
```

---

Record 2
A cluster of 13 separate species, C45H57Cl36IN3OS in total, computed with ωB97M-V with the def2-TZVPD basis set.

Output
**ΔE to the lowest compared entry with this formula, charge and spin**: 1.938 eV
**HOMO level**: -10.77 eV
**Strongest force on any atom**: 0.05001 Eh/bohr

ORCA input file:
```
! RIJCOSX wB97M-V def2-TZVPD def2/J DEFGRID3
* xyz 1 1
C 1.89930 0.76057 7.77044
C 2.77880 1.77203 6.98989
C 3.02553 1.41582 5.50306
C 1.87858 1.91229 4.54190
C 0.68500 0.87139 4.50571
C 0.59806 0.10051 3.17357
N -0.08320 0.89319 2.09744
N -0.36547 2.12429 2.47369
C -0.93948 2.81211 1.49950
C -1.25188 4.26668 1.88325
C -2.72409 4.38488 2.43106
C -2.71883 4.01511 3.94692
I -4.02477 2.34485 4.34952
C -1.29819 2.38074 0.18572
C -1.97481 3.34256 -0.78346
C -0.99503 4.38565 -1.44440
C 0.49236 3.97749 -1.48681
O 1.29687 4.81124 -1.16622
N 0.89675 2.65879 -1.93512
C 2.05237 2.15503 -1.25724
C 2.33324 2.36002 0.12016
C 3.49738 1.79832 0.68105
C 4.39918 0.99824 -0.06500
C 4.12330 0.75962 -1.43273
C 2.96865 1.35307 -2.00985
C -0.97937 1.02485 -0.15509
C -1.34151 0.47845 -1.51952
S -3.18303 0.39383 -1.78151
C -3.96338 -0.37619 -0.31965
C -4.23897 -1.89220 -0.61667
C -0.31670 0.32168 0.91178
C 0.12835 -1.12320 0.64522
C -0.88882 -2.19811 1.11955
C -2.01954 -1.95466 1.92303
C -2.91861 -2.97918 2.32232
C -2.64605 -4.30061 1.87577
C -3.60316 -5.41879 2.34679
C -1.53233 -4.56813 1.02886
C -0.64911 -3.52368 0.65071
H 2.03009 -0.25830 7.35520
H 2.14422 0.69582 8.84481
H 0.81999 0.98520 7.70549
H 3.76055 1.78479 7.50513
H 2.36765 2.78900 7.13692
H 3.92333 1.98639 5.19075
H 3.18072 0.32663 5.38030
H 1.47587 2.81381 5.04107
H 2.25724 2.13094 3.53125
H -0.27397 1.30954 4.83578
H 0.92255 0.11697 5.27546
H 1.60477 -0.20534 2.83039
H 0.06873 -0.85026 3.37131
H -0.60963 4.56415 2.73166
H -1.03068 4.98062 1.07917
H -2.97446 5.45930 2.35011
H -3.44206 3.81068 1.82814
H -1.71821 3.73826 4.31966
H -2.99861 4.91435 4.51205
H -2.52895 2.82881 -1.58195
H -2.73982 3.92393 -0.23267
H -1.04950 5.36387 -0.92375
H -1.31943 4.58744 -2.48610
H 1.08153 2.74515 -2.93476
H 1.63050 2.97958 0.68986
H 3.72758 1.98043 1.73748
H 5.29856 0.55564 0.36704
H 4.76214 0.13347 -2.06287
H 2.75309 1.15222 -3.05340
H -1.00062 1.11380 -2.34817
H -0.97067 -0.53252 -1.73438
H -3.43728 -0.19376 0.62713
H -4.95312 0.10969 -0.22612
H -3.73352 -2.24113 -1.53382
H -5.31617 -2.07948 -0.78162
H -3.90123 -2.47522 0.25383
H 0.17671 -1.26154 -0.44961
H 1.15503 -1.32636 0.99719
H -2.18274 -0.91872 2.25838
H -3.75278 -2.70347 2.97180
H -3.96668 -5.10056 3.34078
H -2.99798 -6.32232 2.51949
H -4.45161 -5.57064 1.66670
H -1.39838 -5.60534 0.70940
H 0.19117 -3.77499 -0.00083
C 0.53913 6.96683 5.25571
Cl 0.32476 6.71170 6.98665
Cl 1.40711 5.60886 4.52974
Cl -1.02412 7.20235 4.46260
H 1.13014 7.86346 5.11307
C 0.31958 -0.95974 -6.99944
Cl -0.36274 -2.16047 -5.89509
Cl -0.81222 -0.58045 -8.29107
Cl 0.78160 0.50307 -6.12973
H 1.21482 -1.38032 -7.44313
C 3.97286 -2.73178 -7.24638
Cl 4.83786 -2.77955 -8.78243
Cl 3.51234 -1.06772 -6.83047
Cl 2.56043 -3.79227 -7.30123
H 4.63799 -3.08979 -6.46942
C 1.23035 -6.29016 -4.78567
Cl 0.76922 -4.59236 -4.88963
Cl 2.82542 -6.47775 -5.50715
Cl 1.19935 -6.90135 -3.12989
H 0.51699 -6.86012 -5.37099
C -3.26013 7.92592 0.08679
Cl -1.71574 7.31086 -0.52219
Cl -4.55677 6.77496 -0.24760
Cl -3.15921 8.26923 1.81514
H -3.48377 8.85224 -0.42876
C 2.30171 -4.37311 3.61586
Cl 1.00803 -3.80661 2.54877
Cl 3.57086 -5.19311 2.70600
Cl 2.92908 -3.00872 4.53754
H 1.87733 -5.07788 4.32157
C -6.20182 5.58603 5.97571
Cl -5.01380 6.49798 5.03180
Cl -6.03469 5.94406 7.69451
Cl -7.83770 5.93906 5.41937
H -6.01139 4.52920 5.82712
C -1.96782 -3.33550 6.98667
Cl -2.79969 -1.81095 7.30815
Cl -0.47336 -3.06076 6.07714
Cl -1.62943 -4.19078 8.49025
H -2.62082 -3.95339 6.38251
C 5.27890 2.84972 -5.31256
Cl 4.26237 2.44116 -6.70741
Cl 5.33464 4.59652 -5.07732
Cl 4.74137 2.05982 -3.81027
H 6.28181 2.50523 -5.53609
C 1.52684 0.28773 -11.79497
Cl 0.12814 1.36570 -11.75957
Cl 3.02626 1.21547 -11.87819
Cl 1.52888 -0.77167 -10.38226
H 1.45838 -0.32972 -12.68228
C -0.44143 -10.86465 -3.77647
Cl 0.64588 -9.86902 -4.74987
Cl -1.63660 -9.85615 -2.95395
Cl -1.23533 -12.08136 -4.77586
H 0.14858 -11.37399 -3.02442
C 2.80088 -7.67413 -9.67737
Cl 1.84045 -7.94743 -11.13308
Cl 2.88553 -5.94485 -9.30332
Cl 2.13464 -8.58804 -8.32098
H 3.80673 -8.03052 -9.86348
*
```

---

Record 3
A structure of composition C27H49Br3O12, computed with ωB97M-V with the def2-TZVPD basis set.

Output
**HOMO level**: -9.47 eV
**Strongest force on any atom**: 0.04282 Eh/bohr

ORCA input file:
```
! RIJCOSX wB97M-V def2-TZVPD def2/J DEFGRID3
* xyz 0 1
C 19.71226 -30.93587 17.86989
C 18.83741 -31.29801 19.05509
C 18.47149 -30.11940 20.01486
O 17.12579 -30.47351 20.34076
C 16.61607 -31.31300 19.45178
O 15.46178 -31.61707 19.41271
O 17.56692 -31.75844 18.61398
H 19.40386 -30.04150 17.33166
H 19.64526 -31.78091 17.17627
H 20.76715 -30.90586 18.14161
H 19.36314 -32.04003 19.66017
H 18.50282 -29.16509 19.49229
H 19.04928 -30.21830 20.92765
C 13.97300 -35.47957 16.67664
C 14.31345 -34.53801 17.81688
C 13.86258 -34.90292 19.22365
O 15.06761 -35.25425 19.87797
C 16.13522 -34.81120 19.13013
O 17.25163 -34.88845 19.50073
O 15.72741 -34.37125 17.93948
H 12.89044 -35.60227 16.75625
H 14.53951 -36.40909 16.66101
H 14.15606 -35.00747 15.70853
H 13.79044 -33.60442 17.63062
H 13.08227 -35.65385 19.35343
H 13.42505 -34.01506 19.69291
C 17.47029 -34.90233 15.03776
C 18.89659 -34.37974 14.92526
O 19.19063 -33.25564 15.24147
C 19.87811 -35.34027 14.28329
H 17.25502 -35.36596 14.06558
H 16.67394 -34.19743 15.26664
H 17.38717 -35.74320 15.73169
H 19.95652 -35.05914 13.22928
H 19.58501 -36.38365 14.31909
H 20.81618 -35.07024 14.76960
C 11.97778 -34.75711 12.58069
C 12.69107 -33.43227 12.74619
O 12.32743 -32.64676 13.59631
C 13.99681 -33.28283 12.03123
H 11.64324 -34.74904 11.53634
H 11.13299 -34.80597 13.25984
H 12.68912 -35.57308 12.69608
H 14.71937 -34.02787 12.37590
H 14.37126 -32.31007 12.34352
H 13.97909 -33.35547 10.94539
C 20.09310 -27.02311 14.76136
C 18.62111 -26.64391 14.97106
O 18.21673 -26.31565 16.05595
C 17.68212 -26.76560 13.77340
H 20.62057 -26.23625 14.23052
H 20.08489 -27.99099 14.25138
H 20.54753 -27.25447 15.72389
H 18.12752 -26.34031 12.87647
H 16.80609 -26.23724 14.14412
H 17.50568 -27.82954 13.61898
C 11.98789 -29.28055 15.49141
C 11.40481 -27.89938 15.71924
O 11.10728 -27.19225 14.77591
C 11.24169 -27.40086 17.14088
H 12.30953 -29.33085 14.45436
H 11.33176 -30.12654 15.68771
H 12.87469 -29.32971 16.12621
H 12.00324 -27.83741 17.78258
H 10.22627 -27.70050 17.41114
H 11.29270 -26.31556 17.12892
C 12.16658 -28.57320 11.12910
C 13.57684 -28.88098 11.55048
O 14.14776 -29.94103 11.41772
C 14.23129 -27.78726 12.40173
H 11.76270 -29.33523 10.46073
H 12.20927 -27.57206 10.70633
H 11.52267 -28.66982 12.00530
H 15.14259 -28.23342 12.78993
H 13.55236 -27.48992 13.19828
H 14.47799 -26.93722 11.76287
C 18.17226 -32.03403 8.80872
C 18.68217 -32.89146 9.90867
O 19.76427 -33.40720 9.91549
C 17.61410 -33.12509 10.97233
H 18.97557 -31.73540 8.12950
H 17.75934 -31.10305 9.21248
H 17.35359 -32.36409 8.16696
H 17.97304 -33.70099 11.82324
H 16.83136 -33.69437 10.46715
H 17.18441 -32.16615 11.25548
C 16.17651 -31.02978 15.64779
Br 14.38541 -31.80909 15.74340
Br 16.16460 -29.40740 16.76112
Br 16.72749 -30.68601 13.82050
H 16.82335 -31.73021 16.16242
*
```

---

Record 4
An isolated molecule of C18H24N4O2, computed with ωB97M-V with the def2-TZVPD basis set.

Output
**ΔE to the lowest compared entry with this formula, charge and spin**: 0.095 eV
**HOMO level**: -8.76 eV
**Strongest force on any atom**: 0.01368 Eh/bohr

ORCA input file:
```
! RIJCOSX wB97M-V def2-TZVPD def2/J DEFGRID3
* xyz 0 1
C 7.35666 -1.21080 -1.99288
C 6.82016 -0.33363 -0.86885
C 6.43252 -1.16175 0.35440
C 5.91821 -0.28412 1.50051
C 4.68988 0.51720 1.10071
O 4.69195 1.72071 0.99333
N 3.59790 -0.27805 0.88451
C 2.31100 0.07880 0.48576
C 1.93215 1.39406 0.22519
C 0.63658 1.66796 -0.16210
C -0.31206 0.65585 -0.28255
C -1.69103 1.02987 -0.70158
O -1.92773 1.99282 -1.40468
N -2.67104 0.20537 -0.24464
C -4.06568 0.46510 -0.50405
C -4.74490 1.17413 0.67212
C -6.22832 1.43945 0.39643
N -6.96971 0.21484 0.26110
C -7.32198 -0.40903 -0.90292
C -7.93915 -1.57059 -0.53850
N -7.96770 -1.67516 0.81542
C -7.38181 -0.59974 1.26182
C 0.07549 -0.65917 -0.03881
C 1.37174 -0.94292 0.33721
H 8.23797 -1.75757 -1.66382
H 7.63060 -0.60387 -2.85188
H 6.60530 -1.93158 -2.30927
H 5.94885 0.22159 -1.22245
H 7.57883 0.39654 -0.58138
H 5.67295 -1.89355 0.06546
H 7.30500 -1.71834 0.70480
H 6.69236 0.42764 1.78935
H 5.67689 -0.90466 2.36710
H 3.73064 -1.27053 1.02423
H 2.65477 2.18599 0.32574
H 0.33534 2.68172 -0.37748
H -2.44932 -0.48596 0.45282
H -4.10241 1.10322 -1.39074
H -4.56917 -0.48294 -0.71702
H -4.24181 2.12563 0.84984
H -4.65002 0.56081 1.57199
H -6.33592 2.01539 -0.52606
H -6.65416 2.01818 1.22198
H -7.11721 0.02065 -1.86192
H -8.36385 -2.33303 -1.15975
H -7.24277 -0.36419 2.29850
H -0.62175 -1.47375 -0.17273
H 1.66575 -1.96857 0.51574
*
```

---

Record 5
An isolated molecule of C2H4, computed with ωB97M-V with the def2-TZVPD basis set.

Output
**ΔE to the lowest compared entry with this formula, charge and spin**: 0.364 eV
**HOMO level**: -10.31 eV
**Strongest force on any atom**: 0.07858 Eh/bohr

ORCA input file:
```
! RIJCOSX wB97M-V def2-TZVPD def2/J DEFGRID3
* xyz 0 1
C -0.60202 -0.01019 -0.14453
C 0.66113 0.06141 0.18093
H -1.31888 -0.60391 0.35690
H -1.02161 0.16059 -1.19328
H 0.83385 -0.11154 1.24531
H 1.44753 0.50366 -0.44534
*
```

---

| no. | HOMO-LUMO gap (Ha) | energy (hartree) |
| --- | --- | --- |
| 1 | 0.3895 | -327.1143 |
| 2 | 0.2699 | -19250.8542 |
| 3 | 0.3484 | -9683.1026 |
| 4 | 0.3418 | -1069.8603 |
| 5 | 0.4310 | -78.5530 |